{
  "formula": "C18H12BCl2F4N2PdS",
  "method": "ωB97M-V/def2-TZVPD",
  "spin_multiplicity": 5,
  "gap_ev": [8.5602, 4.8881],
  "charge": 1,
  "lumo_ev": [-3.087, -7.525],
  "s2": 6.082,
  "total_energy_ev": -72738.169,
  "symbols": ["S", "C", "N", "H", "H", "C", "C", "H", "C", "C", "H", "C", "H", "F", "C", "N", "H", "F", "C", "C", "C", "Cl", "C", "Pd", "H", "H", "C", "Cl", "C", "H", "C", "C", "C", "H", "B", "H", "F", "H", "C", "F", "C"],
  "xyz": [[-10.4382, -12.8608, -4.6756], [-11.5632, -15.0272, -3.4842], [-8.5977, -10.2568, -4.9666], [-10.2581, -6.2427, -6.9541], [-12.8052, -16.6639, -3.0542], [-11.7629, -16.3238, -3.2833], [-10.4825, -14.5455, -4.2145], [-9.1729, -8.1083, -5.3339], [-8.9511, -11.7456, -1.1030], [-8.2726, -10.0779, -2.6716], [-8.8496, -8.2803, -10.2335], [-9.3869, -12.5269, -2.2234], [-9.6879, -13.5346, -1.8360], [-5.8863, -12.1709, -9.2639], [-9.8660, -16.8983, -4.5248], [-8.5280, -10.5817, -6.3221], [-9.8917, -6.4824, -9.0658], [-6.3324, -12.0216, -6.9983], [-8.8567, -10.7688, -3.7565], [-8.8447, -9.3533, -7.0033], [-8.3134, -10.4236, -1.3305], [-12.6912, -13.8694, -2.9154], [-11.0289, -17.2900, -3.8832], [-9.0524, -12.7684, -6.6231], [-7.5078, -9.3841, -2.9572], [-9.1460, -12.0535, -0.0859], [-9.3966, -7.2043, -8.5625], [-8.2354, -14.9753, -5.5643], [-9.4682, -12.0512, -3.4698], [-8.0035, -10.1981, -8.8217], [-9.5481, -7.1020, -7.1531], [-8.8982, -8.3397, -9.2114], [-9.0643, -8.1839, -6.3636], [-11.3077, -18.3188, -3.8662], [-6.5765, -12.6523, -8.1687], [-7.8801, -9.5492, -0.8387], [-6.5843, -14.0869, -7.8764], [-9.1356, -17.5730, -4.9097], [-9.6572, -15.5713, -4.7475], [-8.0682, -12.3869, -8.4193], [-8.4992, -9.3844, -8.3715]],
  "nbo_charge": [0.4293, 0.0029, -0.0245, 0.2578, 0.2518, -0.2606, -0.3067, 0.2379, -0.0749, -0.1639, 0.2423, -0.2219, 0.2603, -0.5283, -0.2403, -0.2104, 0.2103, -0.5503, 0.1163, 0.1865, -0.2071, 0.0560, -0.1070, 0.7653, 0.2334, 0.2385, -0.0656, 0.0807, -0.1883, 0.2733, -0.1321, -0.2083, -0.2399, 0.2433, 1.3653, 0.2703, -0.5737, 0.2524, 0.0168, -0.5974, -0.0893]
}